Formula: CH3N2O2S
Source: the Open Molecules 2025 dataset
Level of theory: the ωB97M-V functional and the def2-TZVPD basis

Values from the calculation:
- E_tot (a.u.) = -697.71820
- SMILES = C#[N+]S(N)(=O)=O
- energy above the lowest of the compared OMol25 structures with the same formula, charge and spin (eV) = 1.682
- total charge = +1

Last column: Löwdin charge in e.
CARTESIAN COORDINATES (ANGSTROEM)
C 1.1564 -1.9360 0.0578  0.191
N 0.5854 -0.9518 0.0910  0.088
N -0.1790 1.5874 0.0001  -0.013
O -1.5505 0.1105 -1.2776  -0.153
O -1.5275 -0.1195 1.2012  -0.158
S -1.0183 0.2984 -0.0152  0.638
H 1.9213 -2.7163 0.1820  0.142
H 0.1713 1.9383 -0.9506  0.180
H 0.4408 1.7890 0.7115  0.085